Below is a 10-piece molecular cluster, C46H57BN12O4P overall in a non-equilibrium geometry, with properties calculated with ωB97M-V/def2-TZVPD.

Results
Total charge ... +1
E_LUMO ... -5.7485 eV
E ... -3111.04315 Eh
Frontier orbital gap ... 3.308 eV
HOMO energy ... -9.06 eV

Positions of all 121 atoms, in Å:
1 O 8.589 -2.573 -0.363
2 B 7.239 -2.504 -0.405
3 O 6.476 -3.517 -1.016
4 C 6.460 -1.228 0.221
5 C 5.374 -0.876 -0.753
6 C 4.117 -1.532 -0.592
7 C 3.125 -1.249 -1.501
8 C 1.821 -1.945 -1.379
9 C 0.612 -1.349 -1.020
10 C -0.520 -2.132 -0.902
11 N -0.660 -3.447 -1.120
12 C 0.527 -3.962 -1.461
13 C 1.742 -3.324 -1.588
14 C 3.410 -0.304 -2.518
15 P 2.100 0.187 -3.794
16 O 1.919 -1.189 -4.696
17 O 2.952 1.192 -4.799
18 N 4.620 0.212 -2.530
19 N 5.612 -0.007 -1.693
20 H 8.886 -3.076 -1.135
21 H 6.273 -3.229 -1.915
22 H 7.158 -0.390 0.315
23 H 6.048 -1.540 1.187
24 H 3.944 -2.234 0.217
25 H 0.558 -0.279 -0.834
26 H -1.432 -1.620 -0.587
27 H 0.519 -5.036 -1.664
28 H 2.630 -3.894 -1.846
29 H 2.771 -1.327 -5.143
30 H 3.771 0.732 -5.050
31 H 4.810 0.890 -3.267
32 N -0.256 -1.848 -6.633
33 C 0.051 -2.550 -7.768
34 C -1.092 -3.164 -8.206
35 C -2.132 -2.815 -7.305
36 C -1.587 -2.002 -6.349
37 H 0.391 -1.302 -6.094
38 H 1.053 -2.552 -8.165
39 H -1.176 -3.793 -9.077
40 H -3.162 -3.127 -7.354
41 H -2.030 -1.521 -5.492
42 N 7.558 2.370 -0.921
43 C 7.643 3.299 0.084
44 C 8.963 3.432 0.421
45 C 9.705 2.554 -0.414
46 C 8.814 1.916 -1.232
47 H 6.711 2.069 -1.359
48 H 6.761 3.781 0.471
49 H 9.355 4.086 1.182
50 H 10.773 2.411 -0.414
51 H 8.962 1.180 -2.005
52 N -1.953 -4.976 -3.939
53 C -1.554 -5.679 -5.043
54 C -2.632 -6.387 -5.504
55 C -3.728 -6.096 -4.648
56 C -3.280 -5.222 -3.695
57 H -1.367 -4.373 -3.393
58 H -0.542 -5.615 -5.405
59 H -2.636 -7.040 -6.360
60 H -4.731 -6.484 -4.724
61 H -3.784 -4.756 -2.865
62 N 0.994 0.081 1.939
63 C -0.346 -0.124 2.152
64 C -0.755 0.753 3.117
65 C 0.374 1.521 3.501
66 C 1.438 1.087 2.758
67 H 1.561 -0.427 1.287
68 H -0.888 -0.873 1.602
69 H -1.754 0.839 3.510
70 H 0.399 2.301 4.240
71 H 2.468 1.404 2.740
72 N 0.712 4.710 5.507
73 C -0.625 4.496 5.711
74 C -1.049 5.368 6.678
75 C 0.074 6.142 7.071
76 C 1.144 5.715 6.330
77 H 1.287 4.208 4.856
78 H -1.156 3.744 5.153
79 H -2.054 5.444 7.061
80 H 0.092 6.923 7.812
81 H 2.171 6.038 6.317
82 N 1.963 5.818 11.112
83 C 1.266 5.210 10.102
84 C 0.569 4.163 10.645
85 C 0.852 4.143 12.038
86 C 1.712 5.176 12.295
87 H 2.565 6.613 11.002
88 H 1.327 5.569 9.094
89 H -0.073 3.488 10.105
90 H 0.468 3.448 12.767
91 H 2.166 5.509 13.213
92 N -5.485 -2.925 -4.345
93 C -6.370 -2.552 -3.369
94 C -7.618 -2.501 -3.929
95 C -7.484 -2.864 -5.295
96 C -6.157 -3.122 -5.520
97 H -4.496 -3.040 -4.219
98 H -6.035 -2.353 -2.364
99 H -8.527 -2.235 -3.416
100 H -8.271 -2.929 -6.027
101 H -5.635 -3.426 -6.412
102 N -6.251 1.812 -4.938
103 C -6.940 0.629 -4.984
104 C -8.271 0.923 -5.094
105 C -8.393 2.340 -5.120
106 C -7.131 2.860 -5.024
107 H -5.257 1.898 -4.854
108 H -6.425 -0.315 -4.935
109 H -9.071 0.204 -5.152
110 H -9.304 2.910 -5.200
111 H -6.782 3.879 -5.009
112 N -3.072 1.610 6.591
113 C -3.787 0.994 5.596
114 C -4.478 -0.046 6.157
115 C -4.175 -0.056 7.545
116 C -3.308 0.978 7.780
117 H -2.469 2.403 6.469
118 H -3.741 1.348 4.580
119 H -5.131 -0.724 5.632
120 H -4.550 -0.743 8.284
121 H -2.840 1.317 8.689